1.
A cluster of 10 separate species, C39H94BN6O21 in total in a non-equilibrium geometry. Source: OMol25; level of theory: wB97M-V/def2-TZVPD.

Multiplicity: 2
HOMO energy (spin up / spin down) in eV: -8.401 / -8.401
Total charge: 0
<S²>: 0.755

```
161
Properties=species:S:1:pos:R:3:mulliken_spin:R:1
O 6.5317 -17.5953 0.3366 0.0001
C 5.9047 -18.4232 -0.3190 0.0002
O 5.5735 -19.5525 0.1500 0.0003
B 4.7609 -20.1981 -0.8763 0.0011
O 4.8547 -19.3744 -2.0530 -0.0002
C 5.5172 -18.2513 -1.8310 -0.0001
O 5.7080 -17.2275 -2.4983 0.0000
O 3.3416 -20.3459 -0.5200 0.0001
C 2.8981 -21.5583 -0.7554 0.0002
O 1.7539 -21.9089 -0.7610 0.0000
C 4.1034 -22.3584 -1.3331 -0.0005
O 5.1647 -21.5223 -1.2804 -0.0006
O 4.0524 -23.5358 -1.7711 0.0000
C 2.4782 -14.9560 -3.3666 0.0000
O 3.7456 -14.7651 -3.9824 0.0000
H 2.6351 -15.0586 -2.2928 0.0000
H 1.8919 -14.0741 -3.6246 0.0000
H 1.9072 -15.7434 -3.8587 0.0000
H 4.2201 -15.5970 -3.9156 0.0000
C -1.0426 -20.0614 0.0740 0.0000
O -1.5698 -18.8374 0.2820 0.0000
H -0.5573 -20.2238 -0.8884 0.0000
H -0.3501 -20.4010 0.8442 0.0000
H -1.6598 -20.9439 0.2423 0.0000
H -1.6586 -18.6422 1.2177 0.0000
C 1.5406 -18.0611 -1.3190 0.0000
O 0.3204 -17.1918 -1.2641 0.0000
H 1.4498 -19.0183 -1.8323 0.0000
H 2.3117 -17.5997 -1.9358 0.0000
H 2.0483 -18.3300 -0.3927 0.0000
H -0.2578 -17.5098 -0.5668 0.0000
C 8.7073 -20.9679 -0.9787 0.0003
O 9.3398 -21.2205 -2.2104 0.0002
C 10.2743 -22.2831 -2.1396 -0.0001
C 11.0460 -22.4599 -3.4593 -0.0001
N 10.5502 -21.6454 -4.6112 0.0000
C 9.2070 -22.1032 -5.0194 -0.0001
C 8.8061 -21.6180 -6.3859 0.0000
O 8.6860 -20.2508 -6.4579 0.0000
C 8.7270 -19.7631 -7.7529 0.0000
H 8.3487 -21.7601 -0.3215 0.0002
H 7.7803 -20.3961 -1.0225 -0.0002
H 9.3287 -20.2730 -0.4138 0.0004
H 9.8461 -23.2340 -1.8224 0.0000
H 10.9385 -21.9991 -1.3233 0.0001
H 11.1477 -23.5230 -3.6775 0.0000
H 12.0883 -22.2296 -3.2386 0.0000
H 10.4174 -20.6681 -4.3936 0.0000
H 8.4281 -21.7878 -4.3252 0.0001
H 9.3841 -23.1786 -5.0299 0.0000
H 7.8849 -22.0599 -6.7657 0.0000
H 9.5837 -22.0498 -7.0159 0.0000
H 7.8291 -20.0109 -8.3189 0.0000
H 9.6363 -19.9174 -8.3338 0.0000
H 8.7095 -18.6781 -7.6500 0.0000
C 8.8325 -15.2384 -1.1371 0.0000
O 9.2455 -13.8396 -1.3580 0.0000
C 8.1863 -13.0238 -1.7722 0.0000
C 8.5441 -11.5307 -1.9101 0.0000
N 9.4043 -11.1308 -0.8419 0.0000
C 9.9824 -9.8214 -1.2204 0.0000
C 11.0228 -9.8344 -2.3373 0.0000
O 11.9337 -10.9457 -2.1814 0.0000
C 13.0673 -10.7163 -3.1055 0.0000
H 8.8502 -15.7348 -2.1073 0.0000
H 7.8342 -15.4074 -0.7335 0.0000
H 9.4935 -15.8275 -0.5014 0.0000
H 7.5198 -13.0523 -0.9101 0.0000
H 7.6309 -13.3500 -2.6515 0.0000
H 7.6889 -10.8549 -1.9089 0.0000
H 8.7975 -11.1831 -2.9116 0.0000
H 8.6866 -10.9914 -0.1450 0.0000
H 10.4503 -9.3382 -0.3626 0.0000
H 9.2248 -9.0995 -1.5254 0.0000
H 11.5929 -8.9128 -2.2197 0.0000
H 10.6245 -9.7977 -3.3513 0.0000
H 13.4286 -9.6910 -3.0260 0.0000
H 12.7152 -10.8375 -4.1299 0.0000
H 13.8719 -11.4488 -3.0405 0.0000
C 11.1235 -22.3685 5.4084 0.0040
O 10.8671 -23.6105 5.9892 0.0010
C 9.8305 -23.4628 6.9401 0.0077
C 8.3860 -23.1396 6.3510 -0.0216
N 7.9673 -24.2653 5.4357 0.6347
C 7.1699 -23.9389 4.2678 0.0555
C 8.1098 -23.4855 3.1472 0.0529
O 8.3675 -22.1008 3.0542 0.1484
C 7.3823 -21.1402 2.6398 0.0072
H 11.5905 -21.6144 6.0421 0.0000
H 10.2094 -21.9832 4.9569 -0.0040
H 11.7874 -22.5787 4.5699 0.0000
H 10.1033 -22.7374 7.7066 0.0000
H 9.8894 -24.4217 7.4550 -0.0004
H 8.3224 -22.1254 5.9567 0.0281
H 7.7334 -23.2025 7.2218 0.0337
H 8.8651 -24.5569 5.0765 -0.0018
H 6.3707 -23.2332 4.4944 -0.0057
H 6.5747 -24.8186 4.0232 0.0333
H 7.7286 -23.8530 2.1945 0.0268
H 9.1412 -23.8358 3.1865 -0.0063
H 7.8499 -20.1813 2.4162 0.0017
H 6.6562 -21.0847 3.4509 -0.0037
H 6.9312 -21.3863 1.6786 0.0060
C 10.5200 -28.5397 -7.2153 0.0000
O 9.5656 -28.4272 -6.2177 0.0000
C 8.2355 -28.8449 -6.5819 0.0000
C 7.3112 -28.7211 -5.3800 0.0000
N 7.1479 -27.3077 -5.0043 0.0000
C 5.8070 -27.0841 -4.4476 0.0000
C 5.4087 -25.5613 -4.1823 0.0000
O 4.9668 -24.7901 -5.2877 0.0000
C 4.0597 -23.7867 -4.9600 0.0000
H 10.4585 -27.6810 -7.8838 0.0000
H 10.4576 -29.4123 -7.8655 0.0000
H 11.5107 -28.6305 -6.7698 0.0000
H 8.2594 -29.8824 -6.9154 0.0000
H 7.9716 -28.2139 -7.4306 0.0000
H 7.4268 -29.3360 -4.4874 0.0000
H 6.3475 -29.0876 -5.7336 0.0000
H 7.1465 -26.6833 -5.7981 0.0000
H 5.6597 -27.6418 -3.5227 0.0000
H 5.1293 -27.4120 -5.2359 0.0000
H 6.3048 -25.0410 -3.8443 0.0000
H 4.7464 -25.3955 -3.3326 0.0000
H 4.5350 -22.9983 -4.3765 0.0000
H 3.2677 -24.2784 -4.3951 0.0000
H 3.7096 -23.2341 -5.8319 0.0000
C 5.0812 -18.8271 4.5042 0.0003
C 3.7599 -18.8033 3.6560 0.0000
C 3.4603 -17.3498 3.0921 0.0003
O 2.0648 -17.2085 2.5756 0.0000
C 1.7531 -16.1130 1.7623 0.0000
N 3.8902 -19.7555 2.6608 0.0002
H 5.0371 -18.1492 5.3566 0.0001
H 5.9284 -18.5712 3.8679 -0.0004
H 5.1955 -19.8465 4.8729 0.0002
H 2.9132 -19.0952 4.2774 0.0001
H 4.0441 -17.0501 2.2217 0.0001
H 3.6145 -16.6060 3.8738 0.0000
H 0.8298 -16.3791 1.2477 0.0000
H 2.5219 -16.1287 0.9897 0.0000
H 1.8721 -15.1656 2.2880 0.0000
H 3.0814 -19.5182 2.1042 0.0001
H 4.6854 -19.5822 2.0626 0.0001
C 0.4788 -24.4672 -2.7728 0.0000
C 1.3101 -25.3949 -1.8068 0.0000
C 1.1188 -25.0531 -0.2633 0.0000
O -0.3605 -25.1904 -0.1564 0.0000
C -0.8975 -24.1239 0.6692 0.0000
N 0.8882 -26.6931 -2.2485 0.0000
H -0.5426 -24.2601 -2.4536 0.0000
H 0.4874 -24.9280 -3.7606 0.0000
H 0.9627 -23.5035 -2.9316 0.0000
H 2.3808 -25.3481 -2.0055 0.0000
H 1.4973 -24.0820 0.0558 0.0000
H 1.4618 -25.9307 0.2847 0.0000
H -0.3834 -23.1847 0.4648 0.0000
H -0.6405 -24.5323 1.6466 0.0000
H -1.9544 -23.8681 0.7445 0.0000
H -0.0153 -26.6106 -2.6923 0.0000
H 0.6327 -27.1877 -1.4058 0.0000
```

2.
A cluster of 8 separate species, C39H94Cl2N5O10S8 in total in a non-equilibrium geometry. Source: OMol25; level of theory: wB97M-V/def2-TZVPD.

HOMO energy in eV: -9.985
Total charge: +1

```
158
Properties=species:S:1:pos:R:3:lowdin_charge:R:1
C 1.4644 3.5434 4.4423 -0.0996
C 0.5391 2.5424 3.7449 -0.2460
C 1.0179 1.1007 3.9114 -0.1704
C 0.1550 0.1020 3.1599 -0.1826
O 0.5751 0.0469 1.7961 -0.0811
C -0.0601 -0.9172 1.0277 -0.2083
C -1.4460 -0.4743 0.5005 -0.2054
C -1.6196 0.8851 -0.1825 -0.1158
C -1.4468 2.1302 0.6975 -0.1880
C -2.4534 3.2060 0.2806 -0.1862
C -3.8553 2.9717 0.8428 -0.2175
N -4.8515 3.3855 -0.1512 -0.0023
C -6.1950 3.3013 0.3430 -0.5546
N -6.7407 4.0826 1.1679 0.1441
N -6.9282 2.2231 -0.1891 0.1013
N -2.1025 -1.5182 -0.3000 -0.1008
C -3.2582 -2.1184 0.3623 -0.1595
C -2.9844 -2.9120 1.6582 -0.1511
C -3.2589 -2.1840 2.9869 -0.2302
C -4.6213 -1.5100 3.0450 -0.2954
S -4.9586 -0.7463 4.6104 0.3436
O -4.6998 -1.6721 5.6618 -0.3143
O -6.1955 -0.0488 4.5326 -0.3179
Cl -3.4871 0.6826 4.6436 0.4105
C -1.2283 -2.4957 -0.9256 -0.1522
C 0.1346 -1.9087 -1.2017 -0.0698
N 0.9215 -1.4643 0.0112 -0.0549
C 1.9516 -0.4791 -0.5325 -0.1137
C 1.5633 0.9576 -0.8213 -0.2244
C 2.8424 1.7130 -1.1541 -0.5142
Cl 3.8030 2.0066 0.3425 0.5901
C 1.7969 -2.6249 0.5500 -0.2566
C 1.1244 -3.9956 0.4172 -0.0333
C 2.2835 -2.5313 2.0045 -0.1511
C 3.3014 -1.4593 2.4057 -0.2437
C 3.5658 -1.4835 3.9208 -0.0884
H 1.8750 3.0865 5.3453 0.0786
H 2.2833 3.8234 3.7847 0.0502
H 0.9220 4.4404 4.7308 0.0721
H -0.4803 2.6003 4.1411 0.1071
H 0.4898 2.7438 2.6716 0.0935
H 2.0341 1.0048 3.5249 0.1043
H 1.0068 0.8217 4.9678 0.1273
H 0.2155 -0.8960 3.6129 0.1241
H -0.8922 0.4197 3.2226 0.0783
H -0.2908 -1.7801 1.6683 0.1454
H -2.0199 -0.3793 1.4269 0.1301
H -1.0593 0.9674 -1.1138 0.1029
H -2.6697 0.8739 -0.4943 0.1211
H -0.4509 2.5607 0.5973 0.0930
H -1.6121 1.8627 1.7452 0.0965
H -2.5314 3.1769 -0.8121 0.1105
H -2.0952 4.2065 0.5301 0.1124
H -3.9621 3.5706 1.7579 0.1177
H -4.0187 1.9186 1.0967 0.1083
H -4.6488 4.3513 -0.4053 0.0691
H -6.0725 4.7865 1.4768 0.0459
H -6.3953 1.8149 -0.9471 0.0711
H -7.1018 1.5021 0.5005 0.0770
H -3.9797 -1.3129 0.5218 0.1126
H -3.7296 -2.8027 -0.3432 0.0879
H -1.9373 -3.2239 1.6704 0.0966
H -3.5691 -3.8323 1.6329 0.1103
H -3.2095 -2.9121 3.7989 0.1199
H -2.4813 -1.4469 3.1899 0.0624
H -4.7357 -0.6934 2.3315 0.0838
H -5.4558 -2.2028 2.9086 0.1280
H -1.2018 -3.4446 -0.3920 0.0819
H -1.6380 -2.7380 -1.9138 0.1265
H 0.7646 -2.5822 -1.7766 0.1089
H -0.0077 -1.0216 -1.8214 0.1366
H 2.2725 -0.9373 -1.4702 0.1344
H 2.8170 -0.4993 0.1198 0.0887
H 0.9519 1.0215 -1.7237 0.1191
H 1.0779 1.4466 0.0132 0.0823
H 3.4906 1.1203 -1.7993 0.0830
H 2.6086 2.6790 -1.5913 0.0353
H 2.6671 -2.6447 -0.1009 0.1197
H 1.7786 -4.7327 0.8784 0.0965
H 0.1975 -4.0126 0.9931 0.0818
H 0.9613 -4.3139 -0.6057 0.0712
H 2.7732 -3.4903 2.1811 0.1263
H 1.4440 -2.5225 2.7065 0.1069
H 3.0378 -0.4601 2.0722 0.0572
H 4.2485 -1.7039 1.9113 0.1162
H 4.3966 -2.1498 4.1520 0.0749
H 2.6873 -1.8378 4.4645 0.0730
H 3.8190 -0.4935 4.2956 0.0697
C 9.2406 1.0574 -0.9493 -0.2679
S 7.4472 1.1109 -1.0054 0.7755
O 7.0351 0.5937 -2.3394 -0.5655
C 7.3060 2.8986 -1.0751 -0.2740
H 9.5363 0.0107 -0.9431 0.0507
H 9.6462 1.5531 -1.8309 0.0598
H 9.5872 1.5429 -0.0373 0.0554
H 7.8494 3.2703 -1.9440 0.0622
H 7.7027 3.3289 -0.1556 0.0590
H 6.2473 3.1332 -1.1577 0.0023
C 3.9846 8.1254 3.0452 -0.2710
S 4.1872 6.3751 3.3955 0.7964
O 3.2009 6.0318 4.4503 -0.5464
C 5.7830 6.5242 4.2074 -0.2699
H 3.0122 8.2531 2.5744 0.0491
H 4.0208 8.6848 3.9795 0.0601
H 4.7705 8.4548 2.3654 0.0520
H 5.6911 7.1976 5.0590 0.0601
H 6.5207 6.8967 3.4965 0.0522
H 6.0688 5.5317 4.5492 0.0495
C 3.2190 -5.5283 -3.8794 -0.2591
S 3.9014 -4.4210 -2.6493 0.8587
O 2.7508 -3.6125 -2.1275 -0.5679
C 4.7947 -3.3572 -3.7793 -0.2543
H 2.5850 -6.2454 -3.3624 0.0535
H 2.6309 -4.9542 -4.5949 0.0620
H 4.0335 -6.0521 -4.3787 0.0598
H 4.0980 -2.9338 -4.5023 0.0627
H 5.5679 -3.9383 -4.2809 0.0607
H 5.2572 -2.5633 -3.1953 0.0527
C 2.4899 6.7554 -3.9569 -0.2663
S 2.8421 5.0125 -3.7252 0.8226
O 1.8651 4.5072 -2.7155 -0.5675
C 4.3999 5.2324 -2.8640 -0.2602
H 1.5220 6.8307 -4.4479 0.0460
H 2.4588 7.2506 -2.9864 0.0610
H 3.2571 7.1960 -4.5929 0.0573
H 4.2371 5.8316 -1.9680 0.0649
H 5.1161 5.7133 -3.5299 0.0604
H 4.7615 4.2427 -2.5924 0.0291
C -3.0687 -5.3877 -3.2313 -0.2569
S -3.9600 -5.2786 -1.6772 0.8224
O -2.9250 -5.1814 -0.5997 -0.5560
C -4.5655 -6.9587 -1.6781 -0.2811
H -2.5762 -4.4326 -3.4037 0.0346
H -2.3295 -6.1855 -3.1623 0.0615
H -3.7752 -5.5858 -4.0366 0.0594
H -3.7255 -7.6495 -1.7237 0.0626
H -5.2245 -7.1145 -2.5290 0.0399
H -5.1224 -7.1105 -0.7560 0.0583
C -3.4907 7.9676 -3.1821 -0.2655
S -3.1430 6.2231 -2.9468 0.8264
O -4.0849 5.7473 -1.8985 -0.5546
C -1.5473 6.4383 -2.1506 -0.2647
H -4.4787 8.0455 -3.6302 0.0527
H -3.4798 8.4707 -2.2156 0.0603
H -2.7473 8.3975 -3.8534 0.0532
H -1.6715 7.0504 -1.2570 0.0625
H -0.8551 6.9074 -2.8492 0.0417
H -1.1713 5.4530 -1.8825 0.0382
C -7.3211 -11.1432 -3.9482 -0.2682
S -6.5815 -10.4706 -2.4592 0.8215
O -5.5926 -9.4441 -2.8995 -0.5677
C -5.6396 -11.9334 -2.0228 -0.2687
H -7.9192 -10.3557 -4.4011 0.0514
H -6.5329 -11.4543 -4.6331 0.0598
H -7.9612 -11.9848 -3.6845 0.0563
H -4.9696 -12.1886 -2.8433 0.0595
H -6.3249 -12.7539 -1.8117 0.0562
H -5.0638 -11.6983 -1.1303 0.0506
```